No. 1
Entry from the Open Molecules 2025 dataset: a cluster of 5 separate species, C33H69N4O13 in total at a distorted geometry (wB97M-V/def2-TZVPD).

CARTESIAN COORDINATES (ANGSTROEM)
N (-1.637, 4.073, 5.118)
C (-1.542, 3.337, 3.994)
N (-0.345, 2.503, 3.854)
C (-0.591, 1.263, 3.058)
C (0.970, 0.530, 3.098)
C (1.740, 0.642, 4.582)
O (1.098, -0.685, 3.988)
N (-2.627, 3.478, 3.016)
C (-2.070, 4.326, 1.898)
C (-1.784, 3.556, 0.599)
C (-1.160, 4.409, -0.571)
C (-0.957, 5.897, -0.141)
C (-1.346, 6.504, 1.219)
N (-1.909, 5.687, 2.235)
H (-0.772, 4.532, 5.433)
H (-2.489, 4.155, 5.688)
H (0.444, 3.018, 3.429)
H (-0.758, 1.434, 1.943)
H (-1.298, 0.513, 3.541)
H (1.648, 0.618, 2.112)
H (2.831, 0.793, 4.309)
H (1.185, 1.061, 5.477)
H (-2.955, 2.577, 2.643)
H (-2.001, 2.437, 0.475)
H (-0.867, 3.980, -1.579)
H (-0.506, 6.610, -0.921)
H (-1.142, 7.620, 1.401)
C (-4.821, 7.098, -0.504)
O (-4.397, 6.863, -1.832)
C (-4.937, 5.667, -2.386)
C (-5.251, 5.845, -3.869)
O (-6.403, 6.646, -4.134)
C (-6.295, 8.043, -3.851)
C (-5.364, 8.806, -4.789)
O (-4.001, 8.513, -4.498)
C (-3.191, 8.446, -5.657)
H (-4.343, 6.383, 0.177)
H (-4.526, 8.112, -0.227)
H (-5.909, 7.028, -0.417)
H (-5.850, 5.365, -1.858)
H (-4.183, 4.881, -2.265)
H (-5.488, 4.857, -4.278)
H (-4.386, 6.206, -4.425)
H (-6.042, 8.212, -2.805)
H (-7.305, 8.443, -3.990)
H (-5.505, 9.883, -4.646)
H (-5.610, 8.551, -5.827)
H (-3.630, 7.780, -6.408)
H (-2.220, 8.039, -5.369)
H (-3.053, 9.446, -6.078)
C (0.812, -1.907, 6.613)
O (0.852, -1.801, 8.022)
C (-0.081, -2.658, 8.673)
C (0.500, -3.210, 9.972)
O (1.500, -4.215, 9.790)
C (2.754, -3.787, 9.254)
C (3.583, -2.924, 10.200)
O (3.034, -1.613, 10.301)
C (3.139, -1.068, 11.603)
H (-0.108, -1.455, 6.225)
H (1.673, -1.375, 6.207)
H (0.880, -2.951, 6.292)
H (-0.369, -3.493, 8.023)
H (-0.972, -2.062, 8.898)
H (-0.311, -3.708, 10.512)
H (0.859, -2.415, 10.625)
H (2.621, -3.309, 8.283)
H (3.316, -4.708, 9.068)
H (4.600, -2.824, 9.806)
H (3.629, -3.408, 11.183)
H (2.748, -1.763, 12.354)
H (2.539, -0.157, 11.639)
H (4.181, -0.824, 11.826)
C (0.283, 0.732, -1.287)
O (1.288, -0.239, -1.081)
C (0.827, -1.372, -0.349)
C (1.479, -2.654, -0.862)
O (0.983, -3.101, -2.124)
C (1.322, -2.311, -3.267)
C (2.797, -2.369, -3.656)
O (3.588, -1.618, -2.741)
C (4.847, -2.212, -2.482)
H (0.050, 1.243, -0.344)
H (0.658, 1.460, -2.009)
H (-0.624, 0.281, -1.702)
H (-0.263, -1.470, -0.415)
H (1.104, -1.218, 0.700)
H (1.233, -3.454, -0.157)
H (2.566, -2.579, -0.873)
H (0.974, -1.285, -3.150)
H (0.744, -2.737, -4.093)
H (2.931, -1.923, -4.647)
H (3.120, -3.416, -3.691)
H (4.736, -3.265, -2.201)
H (5.306, -1.683, -1.644)
H (5.492, -2.125, -3.360)
C (1.534, -8.963, -9.081)
O (2.255, -8.255, -8.091)
C (3.025, -7.182, -8.623)
C (3.035, -5.992, -7.667)
O (1.805, -5.263, -7.621)
C (0.692, -5.918, -7.009)
C (0.817, -6.095, -5.499)
O (1.754, -7.120, -5.187)
C (2.522, -6.836, -4.033)
H (2.219, -9.556, -9.696)
H (0.832, -9.630, -8.578)
H (0.957, -8.282, -9.714)
H (2.635, -6.860, -9.596)
H (4.048, -7.549, -8.757)
H (3.778, -5.278, -8.036)
H (3.357, -6.279, -6.667)
H (0.469, -6.860, -7.509)
H (-0.165, -5.262, -7.196)
H (-0.151, -6.399, -5.084)
H (1.112, -5.140, -5.046)
H (2.971, -5.838, -4.095)
H (3.329, -7.568, -3.974)
H (1.898, -6.911, -3.139)

## Properties
Total charge = +1
Frontier orbital gap = 5.08 eV
LUMO = -0.186 Eh



No. 2
Entry from the Open Molecules 2025 dataset: a structure of composition C51H68CaCl3N4O3Si2Te at a distorted geometry (wB97M-V/def2-TZVPD).

CARTESIAN COORDINATES (ANGSTROEM)
Ca (0.427, 0.276, -0.009)
C (-6.472, 2.547, -0.098)
C (-5.115, 1.909, -0.389)
C (-5.287, 0.491, -0.926)
C (-4.240, 2.742, -1.320)
C (-4.846, 3.542, -2.288)
C (-4.103, 4.322, -3.164)
C (-2.723, 4.314, -3.072)
C (-2.074, 3.514, -2.137)
C (-0.570, 3.543, -2.002)
C (-0.129, 4.753, -1.174)
C (0.154, 3.496, -3.340)
C (-2.836, 2.721, -1.277)
N (-2.149, 1.835, -0.369)
C (-2.373, 2.006, 0.869)
C (-2.068, 1.029, 1.975)
C (-3.203, 0.451, 2.559)
C (-3.131, -0.324, 3.698)
C (-1.888, -0.497, 4.304)
C (-0.765, 0.077, 3.751)
C (-0.803, 0.837, 2.564)
N (0.368, 1.342, 1.984)
C (1.283, 2.074, 2.753)
C (0.894, 3.186, 3.525)
C (1.855, 3.956, 4.179)
C (3.209, 3.686, 4.069)
C (3.596, 2.597, 3.299)
C (2.668, 1.784, 2.659)
C (3.185, 0.519, 1.978)
C (4.553, 0.659, 1.320)
C (3.219, -0.610, 3.010)
C (-0.558, 3.629, 3.618)
C (-0.737, 5.078, 3.151)
C (-1.134, 3.433, 5.021)
H (-6.957, 2.013, 0.723)
H (-7.145, 2.488, -0.958)
H (-6.380, 3.599, 0.186)
H (-4.606, 1.827, 0.571)
H (-5.747, 0.517, -1.920)
H (-5.928, -0.101, -0.266)
H (-4.329, -0.019, -1.012)
H (-5.926, 3.564, -2.350)
H (-4.602, 4.940, -3.901)
H (-2.129, 4.935, -3.734)
H (-0.268, 2.663, -1.448)
H (-0.423, 5.688, -1.665)
H (0.958, 4.755, -1.050)
H (-0.582, 4.740, -0.180)
H (0.064, 4.441, -3.887)
H (-0.233, 2.698, -3.980)
H (1.219, 3.319, -3.174)
H (-2.945, 2.887, 1.185)
H (-4.174, 0.623, 2.106)
H (-4.023, -0.779, 4.110)
H (-1.796, -1.091, 5.207)
H (0.203, -0.053, 4.224)
H (1.532, 4.812, 4.766)
H (3.945, 4.310, 4.561)
H (4.650, 2.358, 3.211)
H (2.489, 0.199, 1.201)
H (5.353, 0.626, 2.068)
H (4.656, 1.596, 0.768)
H (4.718, -0.170, 0.627)
H (3.843, -0.317, 3.861)
H (3.635, -1.520, 2.571)
H (2.218, -0.833, 3.391)
H (-1.146, 3.011, 2.942)
H (-0.264, 5.789, 3.835)
H (-1.800, 5.333, 3.098)
H (-0.299, 5.231, 2.162)
H (-0.559, 4.002, 5.759)
H (-1.108, 2.380, 5.311)
H (-2.174, 3.772, 5.069)
Cl (-5.128, -3.236, -3.815)
C (-3.915, -2.644, -2.689)
C (-2.937, -1.769, -3.119)
C (-2.013, -1.310, -2.204)
Cl (-0.800, -0.174, -2.775)
C (-1.974, -1.683, -0.838)
O (-1.053, -1.252, -0.045)
C (-3.014, -2.560, -0.468)
Cl (-3.155, -3.076, 1.189)
C (-3.959, -3.036, -1.365)
H (-2.899, -1.435, -4.147)
H (-4.735, -3.706, -1.020)
O (2.087, -0.566, -1.243)
N (2.963, 0.215, -1.698)
N (2.733, 1.451, -1.432)
O (1.674, 1.861, -0.751)
C (3.720, 2.435, -1.822)
C (4.610, 2.190, -2.854)
C (5.537, 3.171, -3.175)
C (5.565, 4.374, -2.477)
C (4.658, 4.593, -1.449)
C (3.724, 3.620, -1.113)
H (4.572, 1.252, -3.389)
H (6.236, 2.993, -3.983)
H (6.291, 5.135, -2.736)
H (4.673, 5.524, -0.895)
H (3.010, 3.755, -0.311)
C (1.634, -3.261, 5.304)
Si (1.663, -4.723, 4.172)
C (2.801, -6.015, 4.874)
C (-0.037, -5.455, 4.069)
C (2.276, -4.206, 2.501)
Te (0.871, -2.922, 1.507)
C (0.120, -4.531, 0.342)
Si (1.068, -4.973, -1.189)
C (0.995, -3.603, -2.408)
C (0.253, -6.476, -1.917)
C (2.827, -5.388, -0.797)
H (1.446, -3.580, 6.335)
H (0.843, -2.559, 5.015)
H (2.585, -2.720, 5.278)
H (2.460, -6.335, 5.866)
H (3.823, -5.631, 4.976)
H (2.837, -6.899, 4.227)
H (-0.442, -5.623, 5.072)
H (-0.019, -6.420, 3.547)
H (-0.716, -4.786, 3.530)
H (2.439, -5.070, 1.852)
H (3.225, -3.670, 2.565)
H (-0.907, -4.268, 0.059)
H (0.045, -5.365, 1.048)
H (-0.039, -3.421, -2.723)
H (1.580, -3.867, -3.297)
H (1.397, -2.673, -1.998)
H (-0.798, -6.262, -2.145)
H (0.279, -7.324, -1.222)
H (0.745, -6.783, -2.847)
H (3.345, -4.519, -0.378)
H (3.345, -5.685, -1.716)
H (2.906, -6.214, -0.081)

## Properties
Total charge = -1
Frontier orbital gap = 6.57 eV
LUMO = 0.079 Eh



No. 3
Entry from the Open Molecules 2025 dataset: a structure of composition C11H15N2 at a distorted geometry (wB97M-V/def2-TZVPD).

CARTESIAN COORDINATES (ANGSTROEM)
C (0.415, -3.474, 0.526)
C (0.055, -2.370, 1.245)
C (-0.583, -2.050, -0.818)
C (-0.724, 1.811, -1.982)
C (0.473, 0.925, -1.972)
C (-1.055, 2.480, -0.905)
C (1.041, 0.604, -0.798)
C (-0.361, 2.437, 0.336)
C (0.410, 1.178, 0.521)
C (1.270, 1.079, 1.802)
C (-1.005, -0.174, 0.666)
N (0.049, -3.250, -0.754)
N (-0.566, -1.508, 0.396)
H (0.927, -4.483, 0.709)
H (0.227, -2.212, 2.261)
H (-0.730, -1.420, -1.582)
H (-1.144, 2.165, -3.012)
H (0.776, 0.457, -2.975)
H (-2.016, 3.095, -0.973)
H (1.791, -0.223, -0.789)
H (0.370, 3.231, 0.446)
H (-1.000, 2.538, 1.243)
H (1.898, 0.228, 1.717)
H (0.495, 0.788, 2.409)
H (1.782, 2.084, 2.199)
H (-1.834, -0.115, 0.013)
H (-1.225, -0.023, 1.637)
H (0.263, -3.798, -1.566)

## Properties
ΔE to the lowest compared entry with this formula, charge and spin = 66.3 kcal per mole
Total charge = +1
Frontier orbital gap = 8.62 eV
LUMO = -0.115 Eh



No. 4
Entry from the Open Molecules 2025 dataset: a structure of composition C34H33Br2CrN5O2P at a distorted geometry (wB97M-V/def2-TZVPD).

CARTESIAN COORDINATES (ANGSTROEM)
Cr (0.656, -0.498, 0.509)
O (-2.167, 0.406, 3.299)
C (-1.830, 0.212, 2.113)
O (-0.805, -0.570, 1.812)
C (-2.720, 0.928, 1.157)
C (-3.996, 1.330, 1.666)
C (-4.943, 1.892, 0.813)
C (-4.652, 2.052, -0.533)
C (-3.420, 1.716, -1.074)
C (-2.473, 1.082, -0.227)
P (-0.835, 0.658, -0.948)
C (-1.411, -0.259, -2.463)
C (-2.676, -0.785, -2.598)
C (-3.011, -1.582, -3.693)
C (-2.123, -1.698, -4.750)
C (-0.909, -1.028, -4.700)
C (-0.518, -0.331, -3.548)
C (-0.092, 2.265, -1.407)
C (0.972, 2.365, -2.339)
C (1.359, 3.629, -2.747)
C (0.742, 4.770, -2.311)
C (-0.236, 4.667, -1.326)
C (-0.750, 3.445, -0.939)
H (-4.132, 1.267, 2.707)
H (-5.934, 2.125, 1.213)
H (-5.455, 2.374, -1.208)
H (-3.225, 1.802, -2.154)
H (-3.367, -0.585, -1.771)
H (-3.966, -2.099, -3.708)
H (-2.401, -2.376, -5.582)
H (-0.152, -1.184, -5.513)
H (0.523, -0.013, -3.536)
H (1.394, 1.451, -2.771)
H (2.186, 3.738, -3.451)
H (0.873, 5.726, -2.858)
H (-0.689, 5.512, -0.824)
H (-1.549, 3.330, -0.208)
Br (5.593, -2.427, -3.666)
C (4.256, -1.999, -2.418)
C (4.338, -0.680, -1.808)
C (3.318, -0.217, -1.031)
N (2.226, -0.987, -0.862)
C (2.140, -2.251, -1.361)
C (3.169, -2.804, -2.167)
C (0.901, -2.919, -1.037)
C (0.454, -4.055, -1.742)
C (-0.622, -4.823, -1.302)
Br (-0.900, -6.591, -1.770)
C (-1.393, -4.277, -0.256)
C (-0.954, -3.151, 0.424)
N (0.192, -2.514, 0.069)
H (5.271, -0.088, -1.941)
H (3.351, 0.780, -0.596)
H (3.085, -3.729, -2.702)
H (0.826, -4.336, -2.720)
H (-2.387, -4.697, -0.055)
H (-1.562, -2.694, 1.184)
C (2.466, -0.797, 4.854)
N (2.071, -0.612, 3.493)
C (2.442, -1.697, 2.636)
C (1.511, 0.517, 3.069)
N (1.565, 0.822, 1.701)
N (0.902, 1.420, 3.942)
C (0.108, 0.876, 5.015)
C (0.839, 2.853, 3.659)
H (3.518, -0.795, 4.999)
H (2.108, -1.808, 5.192)
H (2.069, -0.019, 5.468)
H (2.047, -2.606, 3.092)
H (3.548, -1.711, 2.514)
H (2.105, -1.502, 1.655)
H (1.076, 1.741, 1.565)
H (-0.225, -0.147, 4.827)
H (-0.845, 1.445, 5.075)
H (0.607, 0.977, 5.981)
H (0.674, 3.336, 4.609)
H (0.013, 3.222, 2.972)
H (1.830, 3.208, 3.334)

## Properties
Spin multiplicity = 4
Total charge = +2
Frontier orbital gap (spin up / spin down) = 7.07 / 7.43 eV
LUMO (spin up / spin down) = -0.260 / -0.247 Eh
Expectation value of S² = 3.820



No. 5
Entry from the Open Molecules 2025 dataset: the ion C3H3F3N3O3S with charge +1 at a distorted geometry (wB97M-V/def2-TZVPD).

CARTESIAN COORDINATES (ANGSTROEM)
C (1.604, 0.419, -0.365)
C (-0.700, -0.181, -0.606)
C (-0.878, -1.695, 1.464)
N (1.238, 1.039, 0.881)
N (0.630, -0.560, -0.834)
N (-1.367, -1.043, 0.431)
O (1.378, 1.646, -1.233)
O (-0.948, 1.199, -0.280)
O (0.098, 3.364, 0.272)
F (2.784, -0.048, -0.466)
F (-1.421, -0.410, -1.655)
F (0.349, -1.853, 1.695)
S (0.428, 2.078, 0.050)
H (-1.522, -2.153, 2.190)
H (0.676, -0.611, -1.838)
H (-2.349, -1.191, 0.294)

## Properties
ΔE to the lowest compared entry with this formula, charge and spin = 33.9 kcal per mole
Total charge = +1
Frontier orbital gap = 8.98 eV
LUMO = -0.210 Eh



No. 6
Entry from the Open Molecules 2025 dataset: a structure of composition C22H35Cl2N4O3Yb at a distorted geometry (wB97M-V/def2-TZVPD).

CARTESIAN COORDINATES (ANGSTROEM)
O (1.556, -3.266, -4.062)
C (2.444, -3.196, -4.884)
C (3.738, -3.962, -4.840)
C (3.988, -4.835, -3.769)
H (3.236, -4.955, -2.986)
C (5.192, -5.541, -3.713)
H (5.384, -6.217, -2.876)
C (6.150, -5.380, -4.727)
H (7.092, -5.929, -4.679)
C (5.894, -4.514, -5.803)
H (6.637, -4.391, -6.593)
C (4.690, -3.813, -5.857)
H (4.467, -3.140, -6.686)
H (2.346, -2.536, -5.782)
C (2.637, 1.468, -0.746)
C (1.403, 1.873, -0.111)
H (3.430, 2.242, -0.714)
H (2.437, 1.194, -1.801)
H (3.011, 0.551, -0.242)
C (0.771, 2.921, 0.347)
C (1.405, 4.309, 0.452)
H (-0.281, 2.895, 0.676)
H (2.459, 4.268, 0.116)
H (1.365, 4.681, 1.491)
H (0.848, 5.028, -0.171)
Yb (0.237, -0.412, -0.075)
Cl (2.059, -1.138, 1.585)
Cl (0.615, -1.024, -2.510)
C (-0.271, 1.028, 2.749)
O (-0.978, 0.592, 1.818)
N (-0.738, 1.738, 3.785)
C (-2.165, 1.989, 3.922)
C (0.127, 2.215, 4.855)
H (0.818, 0.844, 2.723)
H (-2.683, 1.605, 3.041)
H (-2.352, 3.062, 4.032)
H (-2.557, 1.510, 4.827)
H (1.167, 1.966, 4.612)
H (-0.147, 1.751, 5.813)
H (0.027, 3.303, 4.972)
H (-4.626, 2.529, -1.980)
H (-4.922, 0.387, -3.499)
C (-3.568, 2.485, -2.263)
C (-3.842, 0.467, -3.689)
N (-3.172, 1.118, -2.569)
H (-2.948, 2.863, -1.449)
C (-2.145, 0.559, -1.917)
O (-1.581, 1.045, -0.923)
H (-3.420, -0.537, -3.824)
H (-1.767, -0.393, -2.334)
H (-3.457, 3.122, -3.148)
H (-3.709, 1.045, -4.615)
C (-5.021, -3.456, -0.289)
C (-3.714, -3.054, 0.275)
C (-3.036, -3.477, 1.419)
C (-1.824, -2.732, 1.463)
N (-1.733, -1.945, 0.371)
N (-2.908, -2.143, -0.314)
C (-0.819, -2.767, 2.541)
H (-5.472, -4.223, 0.348)
H (-5.716, -2.609, -0.341)
H (-4.912, -3.873, -1.298)
H (-3.353, -4.228, 2.122)
H (-3.098, -1.650, -1.186)
H (-0.664, -1.761, 2.947)
H (-1.166, -3.422, 3.350)
H (0.150, -3.121, 2.170)

## Properties
Spin multiplicity = 2
Frontier orbital gap (spin up / spin down) = 6.03 / 5.99 eV
LUMO (spin up / spin down) = 0.008 / 0.008 Eh
Expectation value of S² = 0.751



No. 7
Entry from the Open Molecules 2025 dataset: the ion C5H10NO with charge +1 at a distorted geometry (wB97M-V/def2-TZVPD).

CARTESIAN COORDINATES (ANGSTROEM)
C (-1.386, -0.270, -1.735)
C (-0.347, -0.699, -1.038)
N (-0.646, -1.446, 0.231)
C (1.005, -0.051, -0.886)
C (0.883, 1.260, -0.026)
C (0.749, 1.054, 1.468)
O (-0.149, 0.391, 1.941)
H (-2.376, -0.620, -1.493)
H (-1.223, 0.389, -2.558)
H (0.092, -2.115, 0.540)
H (-1.492, -2.000, 0.172)
H (-0.809, -0.760, 0.948)
H (1.356, 0.351, -1.804)
H (1.806, -0.736, -0.595)
H (1.787, 1.795, -0.235)
H (-0.007, 1.808, -0.329)
H (1.501, 1.496, 2.155)

## Properties
ΔE to the lowest compared entry with this formula, charge and spin = 37.6 kcal per mole
Total charge = +1
SMILES = C=C([NH3+])CCC=O
Frontier orbital gap = 11.04 eV
LUMO = -0.132 Eh